12
Properties=species:S:1:pos:R:3:lowdin_charge:R:1 method="wB97M-V/def2-TZVPD" homo_lumo_gap_ev=8.991 e_tot_ha=-658.86345 e_above_lowest_kcal_mol=4.9 largest_force_ev_per_a=2.4 smiles="NNC(=S)NN" spin_multiplicity=1
C 0.19 0.09 0.12 -0.871
H -0.93 0.78 -2.16 0.092
H -2.08 0.90 -0.95 0.071
H -0.93 -1.47 -0.53 0.110
H 1.56 -0.50 1.59 0.132
H -0.14 -2.26 1.98 0.096
H 0.94 -2.81 0.85 0.097
N -1.58 0.20 -1.52 -0.017
N -0.69 -0.51 -0.71 -0.136
N 0.81 -0.83 0.98 -0.109
N 0.22 -2.11 1.04 0.002
S 0.57 1.72 0.00 0.533

=====

123
Properties=species:S:1:pos:R:3:lowdin_charge:R:1 method="wB97M-V/def2-TZVPD" homo_lumo_gap_ev=1.741 e_tot_ha=-4819.25198 charge=+2 e_above_lowest_kcal_mol=0.0 largest_force_ev_per_a=5.6 spin_multiplicity=1
Al 1.17 4.25 1.37 1.093
N 0.52 1.76 0.21 -0.264
S 0.20 1.37 -1.30 0.436
O -1.17 1.03 -1.58 -0.263
O 1.25 0.65 -1.98 -0.302
F 0.27 2.83 -1.92 -0.172
S 0.43 0.14 0.76 0.544
O 1.63 -0.66 0.68 -0.275
O -0.85 -0.52 0.78 -0.251
F 0.53 0.71 2.26 -0.186
O 0.15 -3.48 -0.77 -0.150
P 0.54 -3.81 -2.14 0.594
N -0.57 -3.48 -3.34 -0.252
C -1.68 -4.37 -3.61 -0.069
C -0.80 -2.09 -3.75 -0.032
N 1.08 -5.43 -2.35 -0.135
C 1.47 -6.03 -3.64 0.002
C 1.73 -6.03 -1.21 -0.038
N 1.98 -3.05 -2.60 -0.093
C 2.37 -2.84 -3.99 -0.025
C 3.04 -2.83 -1.61 0.025
H -1.68 -4.66 -4.66 0.113
H -2.65 -3.97 -3.34 0.098
H -1.58 -5.31 -3.06 0.096
H 0.10 -1.50 -3.97 0.067
H -1.24 -1.50 -2.93 0.093
H -1.46 -2.10 -4.61 0.116
H 2.38 -5.57 -4.03 0.105
H 1.56 -7.10 -3.48 0.116
H 0.66 -5.83 -4.35 0.095
H 1.59 -7.11 -1.29 0.123
H 2.81 -5.85 -1.12 0.121
H 1.30 -5.72 -0.25 0.099
H 3.34 -3.31 -4.15 0.129
H 1.58 -3.10 -4.70 0.105
H 2.47 -1.77 -4.23 0.135
H 3.61 -3.77 -1.59 0.123
H 2.69 -2.67 -0.59 0.103
H 3.69 -2.05 -2.00 0.117
C -3.84 3.08 0.05 0.002
O -3.10 3.71 -0.99 -0.010
C -2.06 4.50 -0.70 -0.617
O -1.62 4.67 0.41 0.041
O -1.63 5.10 -1.78 0.018
C -2.03 4.77 -3.11 -0.014
H -4.17 3.83 0.76 0.109
H -3.32 2.26 0.56 0.085
H -4.70 2.61 -0.44 0.096
H -3.10 4.68 -3.23 0.102
H -1.54 3.81 -3.27 0.081
H -1.56 5.39 -3.86 0.102
C -2.66 1.01 3.17 -0.030
O -3.12 2.35 3.14 0.003
C -2.24 3.36 3.20 -0.605
O -1.06 3.31 2.93 0.017
O -2.93 4.43 3.48 0.031
C -2.28 5.70 3.48 -0.015
H -3.24 0.42 3.89 0.104
H -1.63 0.96 3.50 0.075
H -2.78 0.58 2.18 0.067
H -2.98 6.41 3.90 0.104
H -1.98 5.98 2.47 0.085
H -1.39 5.68 4.12 0.089
C 2.04 2.18 -4.78 -0.015
O 1.25 2.33 -5.97 0.031
C 0.48 1.33 -6.33 -0.609
O 0.43 0.23 -5.82 0.085
O -0.27 1.75 -7.33 0.020
C -1.29 0.91 -7.83 -0.043
H 3.10 2.10 -5.00 0.101
H 1.83 1.29 -4.19 0.050
H 1.69 3.06 -4.25 0.100
H -2.01 0.72 -7.03 0.099
H -0.90 0.03 -8.34 0.100
H -1.91 1.43 -8.55 0.100
C 0.63 -3.49 2.42 -0.041
O 0.33 -3.51 3.82 0.022
C 1.19 -2.86 4.61 -0.611
O 2.17 -2.24 4.32 0.108
O 0.86 -3.18 5.86 0.010
C 1.65 -2.63 6.92 -0.017
H 0.23 -2.59 1.97 0.065
H 0.34 -4.45 2.01 0.086
H 1.73 -3.52 2.36 0.093
H 1.41 -3.17 7.83 0.101
H 1.46 -1.57 7.04 0.088
H 2.69 -2.84 6.64 0.100
C 4.88 -0.34 3.40 -0.007
O 4.37 0.92 2.94 0.023
C 4.06 1.16 1.69 -0.632
O 3.32 2.06 1.37 0.029
O 4.66 0.37 0.83 0.005
C 4.40 0.57 -0.56 -0.030
H 4.19 -1.14 3.17 0.082
H 5.01 -0.34 4.48 0.102
H 5.84 -0.50 2.91 0.097
H 4.65 1.59 -0.83 0.110
H 3.36 0.33 -0.77 0.051
H 5.05 -0.10 -1.12 0.091
C -3.47 -1.74 -1.12 -0.044
O -4.88 -1.82 -0.94 0.020
C -5.43 -0.93 -0.12 -0.609
O -4.84 -0.26 0.69 0.124
O -6.73 -0.92 -0.35 0.010
C -7.49 0.19 0.18 -0.003
H -2.94 -1.81 -0.17 0.088
H -3.12 -0.82 -1.58 0.087
H -3.11 -2.59 -1.71 0.062
H -6.97 0.75 0.95 0.088
H -8.44 -0.16 0.56 0.099
H -7.47 0.86 -0.68 0.101
C 1.82 5.57 6.14 -0.027
O 1.88 4.18 6.46 0.026
C 1.59 3.33 5.47 -0.595
O 1.50 3.53 4.29 0.035
O 1.61 2.13 6.03 0.022
C 1.62 0.98 5.17 -0.025
H 0.91 5.87 5.64 0.087
H 2.67 5.79 5.49 0.099
H 1.95 6.16 7.04 0.100
H 2.19 1.18 4.27 0.078
H 0.59 0.69 5.00 0.096
H 2.14 0.15 5.65 0.076

=====

16
Properties=species:S:1:pos:R:3:lowdin_charge:R:1 method="wB97M-V/def2-TZVPD" homo_lumo_gap_ev="5.733 / 7.714" e_tot_ha=-619.53709 s2=0.754 charge=+1 e_above_lowest_kcal_mol=0.0 largest_force_ev_per_a=3.4 spin_multiplicity=2
C -0.64 -0.83 0.58 -0.697
C -1.26 0.53 0.69 0.044
O -2.01 0.53 1.84 0.106
C -1.56 -0.46 2.65 -0.551
O -0.76 -1.27 1.97 0.161
O -1.89 -0.58 3.79 0.191
O 0.56 -0.97 0.12 -0.344
F -1.51 -1.70 -0.10 0.052
H -0.59 1.52 -1.71 0.120
Ba 2.25 -0.24 -1.72 1.938
H -1.08 1.55 0.36 0.114
C 0.30 1.01 -3.76 -0.153
C 0.21 1.71 -2.62 -0.203
H -0.23 0.08 -3.97 0.080
H 0.91 1.40 -4.59 0.079
H 0.76 2.64 -2.46 0.065